No. 1
C5H7NO as an isolated structure, computed with ωB97M-V/def2-TZVPD.

```
14
Properties=species:S:1:pos:R:3:lowdin_charge:R:1
O -0.68 -0.19 2.23 -0.009
C -0.75 -0.70 0.92 -0.281
C -0.83 0.25 -0.29 -0.165
C 0.61 0.79 -0.03 -0.127
C 0.88 0.49 -1.50 -0.134
N 0.00 -0.69 -1.14 0.017
C 0.61 -0.74 0.25 -0.168
H -1.54 0.15 2.50 0.099
H -1.40 -1.59 0.85 0.147
H -1.68 0.68 -0.83 0.139
H 0.99 1.58 0.62 0.127
H 0.43 1.18 -2.22 0.108
H 1.89 0.21 -1.81 0.105
H 1.46 -1.41 0.43 0.144
```

The HOMO-LUMO gap is 10.09 eV. The electronic energy comes out at -324.56585 Ha. For the max |F|, the calculation gives 0.65 eV/Å. The calculation puts the relative energy (zero: lowest compared OMol25 entry of this formula, charge and spin) at 4.316 eV.

---

No. 2
One molecule with the formula C5H7NO, computed with ωB97M-V/def2-TZVPD.

```
14
Properties=species:S:1:pos:R:3:lowdin_charge:R:1
C -1.54 0.46 0.73 -0.037
C -0.54 -0.48 -0.02 -0.151
C -0.39 -1.72 -0.61 -0.061
O 0.89 -1.88 -1.10 -0.015
C 1.57 -0.75 -0.83 -0.072
C 0.76 0.12 -0.19 -0.335
N 1.14 1.40 0.24 0.052
H -1.90 0.07 1.69 0.069
H -2.41 0.76 0.14 0.069
H -1.09 1.43 1.01 0.060
H -0.94 -2.63 -0.83 0.123
H 2.61 -0.68 -1.13 0.130
H 0.58 2.12 -0.20 0.083
H 1.12 1.49 1.25 0.084
```

The HOMO-LUMO gap is 9.46 eV. The electronic energy comes out at -324.67123 Ha. Its SMILES is Cc1cocc1N. For the max |F|, the calculation gives 0.97 eV/Å. The calculation puts the relative energy (zero: lowest compared OMol25 entry of this formula, charge and spin) at 1.449 eV.

---

No. 3
A 2-piece molecular cluster, C5H7NO overall in a non-equilibrium geometry, computed with ωB97M-V/def2-TZVPD.

```
14
Properties=species:S:1:pos:R:3:lowdin_charge:R:1
O -2.78 -0.60 -0.43 0.027
C -2.45 0.39 0.18 -0.165
N -0.78 0.55 0.42 -0.084
C -0.21 -0.72 0.36 -0.277
C 0.95 -0.86 -0.57 -0.206
C 1.90 0.24 -0.47 -0.155
C 2.65 1.17 -0.36 0.113
H -2.74 1.42 -0.05 0.120
H -0.25 1.35 0.71 0.099
H -0.90 -1.57 0.27 0.076
H -0.72 -0.59 2.12 0.169
H 1.44 -1.82 -0.35 0.121
H 0.54 -0.94 -1.58 0.135
H 3.34 1.98 -0.27 0.026
```

The HOMO-LUMO gap (alpha / beta) is 7.32 / 7.92 eV. The electronic energy comes out at -324.43580 Ha. For the max |F|, the calculation gives 6.33 eV/Å. The calculation puts the relative energy (zero: lowest compared OMol25 entry of this formula, charge and spin) at 7.855 eV.